A structure of composition C13H30N2O13P2S4, computed with ωB97M-V/def2-TZVPD.

## Properties
Gap between HOMO and LUMO: 9.04 eV
Lowest unoccupied orbital energy: 0.1 eV

Geometry as ORCA input:
```
! RIJCOSX wB97M-V def2-TZVPD def2/J DEFGRID3
* xyz 0 1
C 4.042 1.801 3.295
C 4.203 1.637 1.687
S 2.821 2.624 0.901
C 1.417 1.417 0.805
O 0.111 2.024 0.981
P -1.134 0.926 0.538
O -1.024 0.728 -0.970
O -2.566 1.641 1.069
C -3.454 1.987 -0.026
C -4.945 2.069 0.609
S -5.440 0.413 1.286
C -7.224 0.373 1.674
N -8.116 -0.744 1.477
N -9.394 -0.540 1.868
C -9.374 0.793 2.377
O -8.085 1.337 2.254
O -1.010 -0.558 1.373
P 0.002 -1.688 0.551
O 0.242 -2.960 1.699
O -0.716 -2.296 -0.871
H 3.224 1.117 3.693
H 3.838 2.898 3.569
H 5.039 1.497 3.780
H 4.206 0.545 1.376
H 5.220 2.098 1.410
H 1.467 0.776 -0.149
H 1.553 0.669 1.673
H -3.511 1.219 -0.859
H -3.221 3.047 -0.405
H -5.634 2.299 -0.273
H -5.012 2.868 1.420
H -10.299 1.276 2.825
H 0.169 -2.576 2.602
H 0.056 -2.558 -1.430
O 1.424 -9.085 0.750
S 1.013 -8.185 -0.295
O 1.760 -6.997 -0.611
O -0.534 -7.780 -0.061
C -0.913 -7.243 1.208
C -0.518 -5.784 1.337
C 0.773 -9.112 -1.784
H -0.493 -7.840 2.022
H -2.000 -7.328 1.273
H 0.567 -5.672 1.372
H -0.931 -5.353 2.251
H -0.875 -5.209 0.480
H 0.161 -9.985 -1.561
H 1.752 -9.421 -2.148
H 0.286 -8.474 -2.521
O 3.921 5.303 -0.917
S 3.654 4.862 -2.261
O 4.710 4.464 -3.152
O 2.738 5.970 -3.003
C 3.190 7.324 -3.023
C 4.275 7.534 -4.063
C 2.442 3.573 -2.211
H 3.529 7.634 -2.031
H 2.326 7.941 -3.277
H 5.190 7.006 -3.789
H 4.513 8.596 -4.160
H 3.958 7.150 -5.036
H 1.613 3.892 -1.580
H 2.913 2.686 -1.791
H 2.102 3.370 -3.226
*
```

These are the Löwdin partial charges, in e, on atoms 1 to 2: number 1, C, carries -0.189; number 2, C, carries -0.486

A structure of composition C13H31Cl2CrOP, computed with ωB97M-V/def2-TZVPD.

## Properties
Energy above the lowest of the compared OMol25 structures with the same formula, charge and spin: 0.000 eV
Gap between HOMO and LUMO (spin up / spin down): 5.11 / 6.75 eV
Lowest unoccupied orbital energy (spin up / spin down): 3.0 / 3.0 eV

Geometry as ORCA input:
```
! RIJCOSX wB97M-V def2-TZVPD def2/J DEFGRID3
* xyz -1 4
Cr 0.595 0.475 0.976
Cl 2.605 -0.134 0.059
Cl -1.425 1.230 1.777
H 0.205 1.424 -0.166
H 0.042 -0.822 1.603
P -0.473 -0.915 -0.800
C 0.280 -2.590 -0.863
C -2.295 -1.181 -0.798
C 0.008 -0.078 -2.365
C 0.622 -3.073 0.552
H 1.240 -2.408 -1.402
C -0.554 -3.623 -1.626
H -1.403 -3.982 -1.030
H 0.087 -4.487 -1.841
H -0.918 -3.241 -2.587
H 1.468 -2.502 0.956
H 0.897 -4.136 0.523
H -0.224 -2.951 1.239
H 1.117 -0.103 -2.267
C -0.414 1.408 -2.463
C -0.423 -0.878 -3.587
H 0.129 -1.823 -3.652
H -0.197 -0.301 -4.491
H -1.508 -1.078 -3.582
H -0.814 1.824 -1.530
H -1.166 1.574 -3.243
H 0.469 2.009 -2.718
C -2.722 -1.785 0.546
H -2.492 -1.925 -1.604
C -3.080 0.098 -1.106
H -2.473 -2.851 0.634
H -3.809 -1.694 0.656
H -2.255 -1.219 1.360
H -2.825 0.887 -0.390
H -4.153 -0.105 -1.000
H -2.911 0.445 -2.131
C 3.089 3.095 3.378
C 2.121 4.045 2.663
C 0.926 3.142 2.433
O 1.483 1.827 2.176
C 2.822 1.754 2.746
H 4.117 3.405 3.237
H 2.828 3.038 4.428
H 2.545 4.339 1.692
H 1.874 4.912 3.265
H 0.328 3.029 3.342
H 0.300 3.434 1.591
H 3.486 1.547 1.922
H 2.854 0.942 3.488
*
```

These are the Löwdin partial charges, in e, on atoms 1 to 2: number 1, Cr, carries -0.199; number 2, Cl, carries 0.007

A structure of composition C13H31GdNO5P2S2Si2, computed with ωB97M-V/def2-TZVPD.

## Properties
Gap between HOMO and LUMO (spin up / spin down): 6.10 / 7.28 eV
Lowest unoccupied orbital energy (spin up / spin down): -10.9 / -9.8 eV

Geometry as ORCA input:
```
! RIJCOSX wB97M-V def2-TZVPD def2/J DEFGRID3
* xyz 3 8
C -5.751 -2.552 1.782
C -4.249 -2.711 1.550
C -3.419 -2.188 2.737
C -2.083 -1.515 2.278
Si -1.783 0.052 3.181
O -0.236 0.695 3.050
Si 0.458 0.874 1.559
C 0.128 2.729 1.183
C 2.228 0.319 1.617
C 2.987 0.142 0.272
C 3.907 1.322 -0.055
S 4.067 1.693 -1.831
C 5.113 0.387 -2.398
S 6.533 0.020 -1.762
N 4.812 -0.455 -3.482
C 3.743 -1.438 -3.205
C 2.918 -1.786 -4.431
O 2.431 -0.676 -5.161
C 3.174 0.510 -5.036
C 4.661 0.252 -4.775
P -2.834 1.975 2.466
P -4.835 1.955 1.602
O -5.071 3.373 1.252
O -5.849 1.426 2.683
O -4.878 1.018 0.333
H -6.036 -3.136 2.659
H -6.024 -1.515 1.997
H -6.318 -2.926 0.931
H -4.054 -3.781 1.462
H -3.956 -2.252 0.600
H -3.150 -3.041 3.357
H -3.999 -1.485 3.345
H -2.018 -1.458 1.191
H -1.257 -2.171 2.585
H -2.100 -0.112 4.600
H -0.277 0.203 0.467
H 0.633 3.088 0.281
H 0.493 3.301 2.051
H -0.941 2.768 1.100
H 2.159 -0.667 2.089
H 2.757 0.987 2.303
H 2.261 0.048 -0.542
H 3.558 -0.783 0.339
H 4.918 1.126 0.307
H 3.588 2.246 0.430
H 4.227 -2.369 -2.886
H 3.163 -1.105 -2.341
H 2.050 -2.334 -4.056
H 3.442 -2.476 -5.097
H 3.084 1.064 -5.972
H 2.764 1.149 -4.247
H 5.214 1.190 -4.774
H 5.062 -0.379 -5.571
H -3.073 2.675 3.666
H -6.688 1.910 2.545
H -4.077 0.512 0.141
Gd -1.578 4.303 1.629
*
```

These are the Löwdin partial charges, in e, on atoms 1 to 2: number 1, C, carries -0.094; number 2, C, carries -0.258

A cluster of 3 separate species, C13H32BIN2O4P in total, computed with ωB97M-V/def2-TZVPD.

## Properties
Gap between HOMO and LUMO: 5.02 eV
Lowest unoccupied orbital energy: 1.6 eV

Geometry as ORCA input:
```
! RIJCOSX wB97M-V def2-TZVPD def2/J DEFGRID3
* xyz -1 1
C -1.110 -5.412 0.709
P -2.875 -5.756 0.225
C -2.664 -7.454 -0.454
B -3.308 -4.542 -1.290
I -2.313 -5.312 -3.250
C -2.816 -3.015 -0.924
N -1.924 -2.336 -1.893
C -4.918 -4.577 -1.587
C -5.797 -4.527 -0.328
N -6.181 -5.871 0.150
H -0.409 -6.063 0.179
H -0.837 -4.375 0.513
H -0.984 -5.591 1.779
H -1.799 -7.528 -1.116
H -3.553 -7.720 -1.027
H -2.550 -8.174 0.362
H -3.713 -2.386 -0.870
H -2.383 -2.987 0.089
H -1.028 -2.812 -1.920
H -1.747 -1.388 -1.574
H -5.167 -3.711 -2.213
H -5.209 -5.468 -2.149
H -5.274 -3.982 0.466
H -6.716 -3.966 -0.532
H -5.617 -6.134 0.950
H -7.155 -5.889 0.419
O -1.405 0.830 -1.382
C -0.497 1.266 -0.733
O -0.475 2.590 -0.453
C 0.499 3.175 0.418
C 1.803 3.488 -0.283
C 0.638 0.377 -0.277
H 0.650 2.545 1.297
H 0.027 4.094 0.764
H 2.288 2.584 -0.651
H 2.493 3.986 0.394
H 1.619 4.140 -1.138
H 1.335 0.272 -1.109
H 0.220 -0.604 -0.061
H 1.182 0.736 0.591
O 4.929 4.561 0.071
C 5.377 5.535 0.608
O 4.749 6.003 1.710
C 5.254 7.090 2.492
C 4.859 8.436 1.921
C 6.574 6.272 0.054
H 6.333 7.000 2.622
H 4.801 6.948 3.472
H 5.288 8.596 0.932
H 5.204 9.237 2.576
H 3.775 8.501 1.832
H 6.224 6.927 -0.744
H 7.245 5.536 -0.380
H 7.120 6.868 0.779
*
```

These are the Löwdin partial charges, in e, on atoms 1 to 2: number 1, C, carries -0.340; number 2, P, carries 0.839

A cluster of 3 separate species, C13H32Br2ClN3O4P in total, computed with ωB97M-V/def2-TZVPD.

## Properties
Energy above the lowest of the compared OMol25 structures with the same formula, charge and spin: 0.189 eV
Gap between HOMO and LUMO: 7.89 eV
Lowest unoccupied orbital energy: -3.5 eV

Geometry as ORCA input:
```
! RIJCOSX wB97M-V def2-TZVPD def2/J DEFGRID3
* xyz 1 1
C -0.775 -6.316 2.346
C -0.564 -5.514 1.075
Br -2.305 -5.332 0.217
C -0.042 -4.108 1.322
Br 1.440 -4.025 2.569
P 0.398 -3.151 -0.200
N -0.526 -1.756 -0.261
Cl 0.010 -4.153 -1.867
C 2.130 -2.677 -0.250
C 2.672 -2.754 -1.677
O 2.576 -1.854 -2.485
O 3.297 -3.928 -1.876
H -1.141 -7.297 2.080
H -1.542 -5.846 2.947
H 0.141 -6.432 2.902
H 0.098 -6.069 0.424
H -0.835 -3.543 1.797
H -1.252 -1.898 -0.961
H -1.032 -1.679 0.618
H 2.728 -3.335 0.363
H 2.219 -1.649 0.104
H 3.577 -3.967 -2.799
C 2.005 0.874 -0.947
C 1.477 1.186 0.445
C 1.605 2.654 0.861
O 2.909 3.046 1.233
C 3.765 3.412 0.165
N 2.131 0.263 1.388
H 3.094 0.862 -0.988
H 1.664 -0.110 -1.243
H 1.643 1.585 -1.691
H 0.407 0.955 0.450
H 0.988 2.811 1.749
H 1.208 3.312 0.079
H 3.214 3.918 -0.633
H 4.291 2.546 -0.246
H 4.509 4.099 0.564
H 1.719 0.379 2.309
H 3.091 0.577 1.506
C -4.312 3.504 -1.643
C -3.577 2.317 -1.031
C -2.938 2.613 0.332
O -1.741 3.360 0.272
C -1.904 4.768 0.214
N -2.597 1.809 -1.998
H -3.622 4.247 -2.043
H -4.940 3.171 -2.467
H -4.952 3.993 -0.907
H -4.315 1.527 -0.863
H -2.657 1.655 0.783
H -3.652 3.090 1.014
H -2.765 5.095 0.801
H -2.009 5.118 -0.816
H -1.005 5.218 0.633
H -2.175 0.960 -1.631
H -1.829 2.472 -2.040
*
```

These are the Löwdin partial charges, in e, on atoms 1 to 2: number 1, C, carries -0.169; number 2, C, carries -0.833

A structure of composition C13H32F6N8O11S2V, computed with ωB97M-V/def2-TZVPD.

## Properties
Gap between HOMO and LUMO: 8.49 eV
Lowest unoccupied orbital energy: 0.1 eV

Geometry as ORCA input:
```
! RIJCOSX wB97M-V def2-TZVPD def2/J DEFGRID3
* xyz 0 2
O 2.128 -35.213 4.602
V 2.020 -33.929 3.686
C 2.663 -37.128 2.208
C 3.224 -35.942 1.420
O 2.957 -34.720 1.990
H 3.185 -37.210 3.169
H 2.830 -38.098 1.725
H 1.597 -37.050 2.430
H 2.841 -36.016 0.382
H 4.321 -36.115 1.352
C 2.508 -30.891 6.650
F 3.627 -30.942 5.947
F 2.783 -30.502 7.889
F 1.699 -30.004 6.084
S 1.731 -32.586 6.756
O 2.804 -33.516 6.896
O 0.816 -32.568 7.851
N 1.037 -32.794 5.223
S -0.467 -32.183 5.234
O -0.785 -31.229 6.239
O -0.810 -31.790 3.893
C -1.523 -33.693 5.594
F -2.623 -33.667 4.842
F -0.861 -34.806 5.339
F -1.854 -33.709 6.886
C 5.074 -33.659 4.287
O 3.910 -33.245 4.321
N 5.975 -33.274 5.235
N 5.447 -34.599 3.380
H 5.652 -32.655 5.955
H 6.932 -33.564 5.206
H 6.407 -34.872 3.276
H 4.767 -34.960 2.725
C 1.695 -31.197 1.679
O 1.774 -32.083 2.509
N 2.584 -31.045 0.656
N 0.662 -30.285 1.747
H 3.266 -31.770 0.516
H 2.376 -30.408 -0.090
H 0.788 -29.399 1.291
H 0.104 -30.353 2.588
C -0.693 -34.675 1.948
O 0.156 -34.546 2.831
N -2.020 -34.743 2.205
N -0.277 -34.809 0.654
H -2.301 -34.580 3.157
H -2.729 -34.750 1.498
H -0.891 -34.811 -0.136
H 0.719 -34.894 0.526
C -1.725 -34.404 9.989
O -0.665 -35.261 9.678
C -0.790 -36.533 10.254
C 0.351 -37.408 9.757
N 1.558 -37.223 10.527
C 2.765 -37.676 9.812
C 3.293 -36.622 8.883
O 4.320 -37.196 8.046
C 4.872 -36.210 7.220
H -2.683 -34.836 9.678
H -1.539 -33.468 9.466
H -1.764 -34.172 11.063
H -1.733 -37.035 9.998
H -0.702 -36.441 11.348
H 0.431 -37.206 8.672
H 0.031 -38.456 9.790
H 1.670 -36.220 10.665
H 2.571 -38.645 9.340
H 3.527 -37.950 10.549
H 3.859 -35.885 9.472
H 2.537 -36.122 8.271
H 5.878 -36.504 6.923
H 4.986 -35.245 7.741
H 4.197 -35.999 6.384
*
```

These are the Löwdin partial charges, in e, on atoms 1 to 2: number 1, O, carries -0.262; number 2, V, carries 0.942

A cluster of 3 separate species, C13H32N5O4PS in total, computed with ωB97M-V/def2-TZVPD.

## Properties
Structure (SMILES): CCCC(=O)O[C@](CN)(CCC(C)C)[PH2]=S.NC(N)=O.NC(N)=O
Gap between HOMO and LUMO: 8.78 eV
Lowest unoccupied orbital energy: 0.5 eV

Geometry as ORCA input:
```
! RIJCOSX wB97M-V def2-TZVPD def2/J DEFGRID3
* xyz 0 1
C 4.678 -0.404 0.322
C 4.684 0.388 -1.100
C 3.621 -0.343 -2.052
C 2.520 0.601 -2.712
O 2.097 0.260 -3.851
O 1.996 1.816 -2.186
C 0.886 1.620 -1.254
C 1.457 1.859 0.225
N 0.862 0.993 1.286
C 0.056 0.266 -1.453
C -1.430 0.299 -0.780
C -1.766 -1.257 -0.414
C -1.830 -1.531 1.165
C -3.170 -1.638 -1.091
P -0.347 3.054 -1.640
S -1.264 3.747 -0.069
H 5.544 -1.157 0.367
H 3.724 -1.039 0.460
H 4.681 0.313 1.223
H 4.446 1.500 -0.919
H 5.760 0.303 -1.488
H 3.077 -1.224 -1.576
H 4.221 -0.787 -2.929
H 2.586 1.615 0.202
H 1.410 2.959 0.568
H 0.503 1.658 1.997
H 1.572 0.402 1.738
H -0.145 0.006 -2.560
H 0.676 -0.613 -1.049
H -1.457 0.875 0.197
H -2.165 0.660 -1.570
H -0.980 -1.965 -0.845
H -2.568 -2.401 1.329
H -0.834 -1.889 1.613
H -2.221 -0.661 1.785
H -3.241 -1.163 -2.130
H -3.219 -2.769 -1.247
H -4.054 -1.268 -0.454
H -1.348 2.474 -2.498
H 0.325 4.065 -2.428
N -8.449 -0.822 -1.181
C -7.179 -0.352 -1.272
N -7.070 1.000 -1.252
O -6.209 -1.089 -1.366
H -9.258 -0.234 -1.103
H -8.570 -1.821 -1.192
H -6.143 1.387 -1.318
H -7.853 1.623 -1.176
N 4.255 -2.257 4.249
C 3.625 -1.073 4.053
N 3.853 -0.141 5.011
O 2.907 -0.861 3.086
H 4.848 -2.451 5.035
H 4.110 -2.974 3.558
H 3.401 0.752 4.900
H 4.438 -0.294 5.812
*
```

These are the Löwdin partial charges, in e, on atoms 1 to 2: number 1, C, carries -0.139; number 2, C, carries -0.222

A structure of composition C13H32NO20S5, computed with ωB97M-V/def2-TZVPD.

## Properties
Gap between HOMO and LUMO: 7.45 eV
Lowest unoccupied orbital energy: 2.4 eV

Geometry as ORCA input:
```
! RIJCOSX wB97M-V def2-TZVPD def2/J DEFGRID3
* xyz -1 1
N 0.380 0.519 -1.081
O -0.067 0.792 0.026
O 0.934 -0.490 -1.431
O 0.280 1.423 -1.924
C 2.028 -0.627 0.974
C 0.916 -1.628 0.643
O 0.459 -1.944 1.932
S 0.814 -0.947 3.194
O 1.588 -1.686 4.173
O -0.441 -0.252 3.596
O 1.829 -0.062 2.238
H 2.002 0.227 0.297
H 2.990 -1.106 0.792
H 1.384 -2.468 0.128
H 0.070 -1.142 0.158
C -0.030 3.064 -0.422
C 0.750 2.610 0.788
O 1.560 3.682 1.146
S 0.860 5.090 0.844
O 1.842 5.975 0.195
O 0.063 5.579 1.957
O -0.196 4.444 -0.251
H -1.007 2.636 -0.649
H 0.646 2.903 -1.262
H 1.208 1.656 0.531
H 0.007 2.395 1.556
O -4.646 -2.148 2.490
S -3.353 -1.591 2.059
O -2.512 -2.351 1.114
O -3.588 -0.053 1.441
C -2.709 0.491 0.534
C -1.450 1.155 1.229
C -2.315 -1.206 3.454
H -3.229 1.257 -0.040
H -2.283 -0.193 -0.200
H -0.669 0.456 1.529
H -1.716 1.554 2.208
H -1.086 2.015 0.668
H -2.426 -0.138 3.640
H -1.316 -1.581 3.231
H -2.762 -1.847 4.214
O 3.764 2.515 -3.665
S 2.888 1.730 -2.789
O 1.687 1.047 -3.257
O 3.839 0.733 -1.953
C 3.151 -0.400 -1.359
C 4.288 -1.009 -0.488
C 2.357 2.962 -1.463
H 2.874 -0.988 -2.234
H 2.255 -0.062 -0.838
H 4.699 -0.307 0.238
H 5.028 -1.550 -1.078
H 3.985 -1.797 0.201
H 3.096 3.750 -1.317
H 2.337 2.392 -0.534
H 1.399 3.414 -1.719
O 0.641 -2.825 -0.508
S -0.338 -2.418 -1.492
O 0.066 -2.062 -2.829
O -1.510 -3.633 -1.610
C -2.726 -3.329 -2.258
C -4.056 -3.726 -1.668
C -1.305 -0.995 -0.792
H -2.709 -3.558 -3.324
H -2.825 -2.249 -2.376
H -4.935 -3.267 -2.120
H -4.058 -3.609 -0.584
H -4.248 -4.786 -1.835
H -1.958 -0.666 -1.601
H -0.645 -0.208 -0.427
H -1.848 -1.565 -0.038
*
```

These are the Löwdin partial charges, in e, on atoms 1 to 2: number 1, N, carries -0.471; number 2, O, carries -0.286

The records above yield DFT total energy values of -105481.141 -78788.110 -102523.019 -43238.431 -188550.666 -112109.458 -49763.636 -110580.983 eV, respectively.
The records above yield strongest force on any atom values of 6.45 2.53 6.33 0.43 1.71 3.71 4.64 19.70 eV/Å, respectively.